P | A cluster of 15 separate species, C15H60N30O15 in total. Source: OMol25; level of theory: ωB97M-V with the def2-TZVPD basis set.

Cartesian coordinates (Å):
C (-3.02277, -2.48468, -4.47553)
O (-2.17360, -2.92677, -5.20118)
N (-4.43837, -2.67139, -4.61230)
N (-2.79835, -1.53391, -3.51340)
H (-4.99225, -2.78116, -3.76973)
H (-4.69732, -3.30747, -5.35963)
H (-3.53323, -0.85624, -3.54916)
H (-2.00441, -0.96908, -3.67468)
C (-0.72920, -4.45560, -1.01177)
O (0.06369, -4.52178, -1.91885)
N (-1.94073, -5.03312, -1.24966)
N (-0.61604, -3.81151, 0.20148)
H (-2.65988, -5.06679, -0.51198)
H (-2.04266, -5.54996, -2.09271)
H (0.38345, -3.89531, 0.63930)
H (-1.34788, -4.07003, 0.92552)
C (-1.91459, 1.98050, -3.85513)
O (-2.43457, 1.65819, -4.92805)
N (-0.68563, 1.45076, -3.61405)
N (-2.54491, 2.71537, -2.86996)
H (-0.01968, 1.91407, -2.98815)
H (-0.25939, 1.07063, -4.41399)
H (-3.51020, 2.54845, -2.71791)
H (-2.17358, 2.49041, -1.94901)
C (-0.48871, 3.74319, 3.02232)
O (-0.34723, 2.61045, 2.56598)
N (-1.59395, 3.96291, 3.78163)
N (0.46014, 4.70559, 2.84896)
H (-2.04147, 3.10924, 4.16202)
H (-1.88680, 4.87045, 4.05672)
H (0.03090, 5.65447, 2.99090)
H (1.09435, 4.76738, 2.06693)
C (-0.98023, -0.07883, 0.25658)
O (-1.74266, -0.39562, 1.23633)
N (-0.59951, 1.20751, 0.01759)
N (-0.64747, -0.96489, -0.72537)
H (-0.47107, 1.83529, 0.84224)
H (0.11468, 1.26509, -0.68302)
H (-0.79702, -1.93955, -0.58322)
H (0.26462, -0.89286, -1.15219)
C (-3.69581, 1.16951, 4.34754)
O (-2.60154, 1.36407, 4.85752)
N (-4.81939, 1.43071, 5.10386)
N (-3.78093, 0.73696, 3.09861)
H (-5.87887, 1.75226, 4.64990)
H (-4.57669, 1.65197, 6.08352)
H (-4.60410, 0.21140, 2.84235)
H (-2.90619, 0.37582, 2.72691)
C (2.66837, 3.82360, 0.40140)
O (2.21415, 4.91418, 0.63676)
N (2.31593, 2.65061, 1.01227)
N (3.72914, 3.61168, -0.46977)
H (3.12754, 2.02566, 1.24306)
H (1.59137, 2.63231, 1.75347)
H (4.23010, 4.45904, -0.41042)
H (4.15933, 2.68586, -0.52636)
C (1.26757, 0.24898, 4.36455)
O (2.42956, 0.07110, 4.73890)
N (0.23254, 0.53382, 5.25796)
N (0.82206, 0.09768, 3.11890)
H (-0.74664, 0.70455, 5.03986)
H (0.46757, 0.64399, 6.22059)
H (-0.03973, 0.50434, 2.87287)
H (1.65708, 0.17339, 2.47401)
C (4.34229, 0.39983, -2.24790)
O (5.03619, 0.97823, -1.34338)
N (4.86598, -0.53654, -3.06237)
N (2.99545, 0.70313, -2.38255)
H (5.89282, -0.56772, -3.11399)
H (4.36741, -0.89476, -3.84589)
H (2.58869, 0.62746, -3.29648)
H (2.64309, 1.43966, -1.79855)
C (0.97461, 4.24167, -2.50616)
O (0.62290, 3.25206, -1.94499)
N (1.12054, 4.30471, -3.94337)
N (1.08374, 5.51474, -1.96684)
H (0.92605, 3.52024, -4.57770)
H (1.91402, 4.84618, -4.24568)
H (1.50295, 5.56670, -1.04166)
H (1.48992, 6.15072, -2.60640)
C (5.09387, 0.94887, 2.70023)
O (4.18646, 0.91939, 1.82060)
N (5.03526, 0.45541, 3.89214)
N (6.25226, 1.57830, 2.33435)
H (5.75446, 0.50111, 4.54756)
H (4.15354, 0.28144, 4.37631)
H (7.09163, 1.24396, 2.74233)
H (6.31542, 1.84171, 1.40050)
C (2.73178, -2.55256, 0.26761)
O (2.20108, -3.30941, 1.08139)
N (2.40950, -2.57709, -1.07126)
N (3.67094, -1.61218, 0.58825)
H (1.84379, -3.40172, -1.27166)
H (3.12900, -2.32730, -1.73440)
H (3.67082, -1.43721, 1.58835)
H (3.94545, -0.81278, -0.04911)
C (1.24779, -1.16823, -4.77279)
O (2.37413, -0.72359, -4.69298)
N (0.28060, -0.75006, -5.65559)
N (0.82080, -2.12708, -3.94617)
H (-0.50276, -1.32260, -5.79114)
H (0.53859, -0.23456, -6.42509)
H (1.49040, -2.57033, -3.29977)
H (-0.04201, -2.62608, -4.09967)
C (-4.74011, -3.64830, -0.50744)
O (-5.21886, -3.84981, -1.61523)
N (-5.03927, -4.48621, 0.52465)
N (-3.86326, -2.68006, -0.36086)
H (-5.32412, -5.41659, 0.29431)
H (-4.69901, -4.25544, 1.43412)
H (-3.69882, -2.05277, -1.14564)
H (-3.34202, -2.54293, 0.48101)
C (-2.39631, -3.02204, 3.44903)
O (-3.03476, -3.55714, 2.46705)
N (-1.31812, -2.25099, 3.29666)
N (-2.81955, -3.31812, 4.73689)
H (-0.73970, -1.96189, 4.04688)
H (-1.14677, -2.05238, 2.31339)
H (-2.48496, -2.80255, 5.55137)
H (-3.73272, -3.69340, 4.79562)

Calculated values
* HOMO: -9.26 eV
* lowest unoccupied orbital energy: 0.3 eV
* Kohn-Sham gap: 9.547 eV

Atomic partial charges in e from the Mulliken method, atoms 1 to 8: 0.391 -0.655 -0.526 0.212 0.255 0.238 0.408 -0.438

=====

Q | A cluster of 15 separate species, C15H60N30O15 in total. Source: OMol25; level of theory: ωB97M-V with the def2-TZVPD basis set.

Cartesian coordinates (Å):
C (-2.24311, -2.82661, 4.32982)
O (-2.39862, -1.71986, 4.79345)
N (-2.82318, -3.97780, 4.69891)
N (-1.43111, -3.05558, 3.34821)
H (-3.27694, -4.05177, 5.59452)
H (-2.82519, -4.71453, 4.05674)
H (-1.19748, -3.94866, 2.97261)
H (-0.87706, -2.26942, 2.98595)
C (-0.26593, 2.67989, -4.43256)
O (-0.21798, 2.03246, -3.41508)
N (0.19560, 3.99016, -4.41934)
N (-0.79464, 2.18241, -5.60070)
H (0.66195, 4.17985, -3.54544)
H (0.61617, 4.42086, -5.27810)
H (-0.92610, 1.19419, -5.77967)
H (-0.79483, 2.89519, -6.33766)
C (2.71371, 2.98907, -2.14720)
O (1.89731, 3.89125, -1.93324)
N (3.46772, 2.89974, -3.25859)
N (2.86784, 1.90015, -1.28264)
H (3.97100, 3.74930, -3.49174)
H (3.79970, 1.99070, -3.49069)
H (3.52413, 1.16329, -1.31214)
H (2.24011, 1.90442, -0.46912)
C (-1.80725, -3.38733, -1.32491)
O (-2.84914, -3.57158, -0.67391)
N (-1.83709, -3.04620, -2.64031)
N (-0.55773, -3.29885, -0.80126)
H (-0.97391, -3.12246, -3.11067)
H (-2.61048, -3.47312, -3.15030)
H (-0.48199, -3.59659, 0.16327)
H (0.21852, -2.82535, -1.23470)
C (-0.04109, -0.16636, 0.00381)
O (0.98544, -0.89698, -0.07633)
N (-0.78891, -0.06585, 1.11370)
N (-0.55997, 0.29723, -1.13024)
H (-0.40500, -0.06062, 2.02306)
H (-1.47375, 0.65487, 0.95089)
H (-1.32933, 0.99540, -1.12219)
H (-0.06401, 0.27965, -2.00665)
C (0.56704, -1.62571, -4.58783)
O (-0.41606, -1.31892, -5.26608)
N (1.33878, -0.73251, -3.80362)
N (0.95890, -2.86206, -4.63269)
H (1.66791, -1.22984, -2.99815)
H (0.99481, 0.22288, -3.68949)
H (0.67712, -3.37420, -5.45029)
H (1.87084, -3.03948, -4.20722)
C (-2.39232, 3.49295, -0.77616)
O (-2.36898, 2.35084, -0.43033)
N (-1.27113, 4.09691, -1.22835)
N (-3.42073, 4.39685, -0.58853)
H (-1.31460, 5.03695, -1.59237)
H (-0.53221, 3.48286, -1.62557)
H (-3.98047, 4.35929, 0.24037)
H (-3.33124, 5.24398, -1.06462)
C (-2.95271, 1.91675, 3.32746)
O (-1.74827, 2.00874, 3.69393)
N (-3.59061, 0.73519, 3.71491)
N (-3.53285, 2.93803, 2.56446)
H (-2.96920, 0.05606, 4.20984)
H (-4.21194, 0.33572, 3.04193)
H (-4.25660, 2.69394, 1.90846)
H (-2.83353, 3.55584, 2.13681)
C (4.50629, 0.17975, 1.57992)
O (5.21724, -0.76405, 1.20532)
N (3.40605, 0.10279, 2.36553)
N (4.77664, 1.49442, 1.19023)
H (3.34742, -0.75018, 2.90774)
H (3.22240, 1.04579, 2.77618)
H (5.60774, 1.66790, 0.68094)
H (4.19473, 2.26336, 1.46608)
C (1.96014, 3.25494, 2.64410)
O (3.14364, 3.12176, 2.92322)
N (0.95252, 3.35825, 3.50665)
N (1.53431, 3.04772, 1.35953)
H (1.01326, 3.16555, 4.48537)
H (-0.00598, 3.10829, 3.18395)
H (0.52508, 3.14827, 1.24178)
H (1.96004, 3.56415, 0.65051)
C (0.68640, -0.71051, 4.62929)
O (0.85021, -0.89427, 3.42068)
N (0.12169, 0.41144, 5.19219)
N (1.07892, -1.69705, 5.54613)
H (-0.13327, 0.47683, 6.17940)
H (-0.53742, 0.91251, 4.55255)
H (1.52269, -1.43971, 6.38532)
H (1.45585, -2.53082, 5.11296)
C (3.50712, -2.41801, -1.57880)
O (2.55147, -3.01535, -2.09632)
N (4.69312, -3.14365, -1.36815)
N (3.57044, -1.09783, -1.28329)
H (5.49795, -2.85659, -0.86401)
H (4.49443, -4.13152, -1.54197)
H (2.65396, -0.73673, -0.99260)
H (4.36976, -0.66143, -0.83763)
C (3.52538, -4.30305, 1.91153)
O (3.30640, -5.51512, 1.99744)
N (2.61021, -3.29251, 1.78606)
N (4.85375, -3.81469, 2.09796)
H (1.64728, -3.51764, 1.53404)
H (3.00077, -2.45337, 1.32314)
H (5.07159, -2.84518, 2.16300)
H (5.53209, -4.36365, 2.60674)
C (-3.88374, 0.16596, -3.58777)
O (-4.66538, -0.71829, -3.60299)
N (-4.24785, 1.45756, -3.46288)
N (-2.57354, -0.02128, -3.75737)
H (-5.05280, 1.64622, -2.94195)
H (-3.53373, 2.09395, -3.21527)
H (-1.84958, 0.62813, -3.55508)
H (-2.23909, -0.95407, -3.88677)
C (-4.86985, -0.48180, 0.42078)
O (-5.38697, 0.34992, 1.18986)
N (-5.11975, -1.79445, 0.61432)
N (-3.94579, -0.18784, -0.45227)
H (-4.49269, -2.53063, 0.29856)
H (-5.87065, -1.95103, 1.31210)
H (-3.91272, 0.80375, -0.70169)
H (-3.90746, -0.83246, -1.18074)

Calculated values
* HOMO: -9.25 eV
* lowest unoccupied orbital energy: 0.0 eV
* Kohn-Sham gap: 9.264 eV

Atomic partial charges in e from the Mulliken method, atoms 1 to 8: 0.683 -0.717 -0.454 -0.135 0.222 0.134 0.182 -0.063

=====

R | A cluster of 15 separate species, C15H60N30O15 in total. Source: OMol25; level of theory: ωB97M-V with the def2-TZVPD basis set.

Cartesian coordinates (Å):
C (3.07117, 12.20374, 20.80003)
O (3.19226, 11.01110, 20.68347)
N (2.75415, 13.04785, 19.76075)
N (3.00973, 12.71643, 22.05563)
H (2.49694, 14.00508, 19.95435)
H (2.84311, 12.64364, 18.83334)
H (3.31032, 13.68261, 22.13640)
H (3.12670, 12.07970, 22.82797)
C (6.44766, 12.29915, 14.56624)
O (6.45454, 13.02246, 15.55416)
N (7.18525, 11.15480, 14.38540)
N (5.70621, 12.63741, 13.51617)
H (7.64710, 10.67884, 15.14555)
H (7.19106, 10.71768, 13.48901)
H (5.20541, 13.51552, 13.62646)
H (5.51760, 11.88485, 12.87912)
C (4.92458, 15.30921, 19.86939)
O (3.94267, 15.75352, 20.49833)
N (5.00157, 15.24693, 18.53131)
N (6.04360, 14.86948, 20.49466)
H (5.48407, 14.44655, 18.14953)
H (4.18980, 15.64448, 18.04049)
H (6.14108, 14.82674, 21.48716)
H (6.80477, 14.69237, 19.87438)
C (0.95186, 9.80695, 17.89950)
O (2.08306, 9.69130, 17.44920)
N (0.59655, 9.61487, 19.22303)
N (-0.12684, 10.15891, 17.07872)
H (-0.21425, 10.10817, 19.60094)
H (1.46946, 9.76418, 19.72664)
H (-0.98895, 10.27787, 17.58819)
H (0.13966, 10.74475, 16.27809)
C (-1.95805, 16.72052, 20.06087)
O (-1.16116, 17.70012, 20.18266)
N (-3.07572, 16.69134, 19.29383)
N (-1.55384, 15.60285, 20.86644)
H (-3.65584, 15.94881, 19.66017)
H (-2.82914, 16.63208, 18.31846)
H (-2.11983, 14.95434, 21.35914)
H (-0.66187, 15.80714, 21.33578)
C (-2.60387, 17.26567, 11.63629)
O (-1.68227, 17.20955, 10.82849)
N (-3.90529, 17.44841, 11.16987)
N (-2.51516, 17.00578, 12.96262)
H (-4.52433, 17.94882, 11.78243)
H (-3.98121, 17.74021, 10.21374)
H (-1.58535, 16.97048, 13.38075)
H (-3.31498, 16.69727, 13.47103)
C (1.28945, 16.87373, 13.71869)
O (0.22084, 17.36755, 14.18455)
N (1.39830, 16.79415, 12.35797)
N (2.38859, 16.57598, 14.43009)
H (0.61217, 17.25284, 11.84833)
H (2.31870, 16.72808, 11.90973)
H (3.26035, 16.29679, 14.05530)
H (2.36406, 16.93745, 15.40947)
C (2.68676, 12.85215, 15.91131)
O (1.44344, 12.80553, 15.76805)
N (3.35009, 13.96894, 15.60782)
N (3.43194, 11.83928, 16.36171)
H (2.89100, 14.85043, 15.36518)
H (4.33399, 13.92627, 15.67123)
H (2.87252, 11.02092, 16.55414)
H (4.39966, 11.58447, 16.24315)
C (-1.44246, 15.18420, 16.41085)
O (-2.25737, 16.08926, 16.58748)
N (-0.53323, 14.94672, 17.36567)
N (-1.46529, 14.25199, 15.46711)
H (-0.16458, 15.74795, 17.80895)
H (0.24617, 14.38077, 16.95263)
H (-0.65097, 13.65520, 15.33357)
H (-2.25973, 14.19617, 14.88907)
C (1.68920, 17.47459, 17.69698)
O (2.67562, 16.98777, 17.14702)
N (0.59703, 17.94724, 17.08482)
N (1.54532, 17.30633, 19.06032)
H (0.53659, 18.11464, 16.07159)
H (-0.06323, 18.48800, 17.58354)
H (2.42715, 17.04533, 19.51513)
H (0.89789, 17.74232, 19.69717)
C (6.01345, 16.77998, 15.59701)
O (4.95820, 16.40994, 15.13378)
N (6.20912, 18.05723, 16.12070)
N (7.14399, 15.95886, 15.64600)
H (5.43225, 18.65478, 16.37172)
H (7.04367, 18.49985, 16.45017)
H (7.04555, 14.99122, 15.43618)
H (8.05135, 16.25270, 15.97081)
C (0.33417, 12.93847, 11.53425)
O (0.15416, 11.72341, 11.25689)
N (0.03890, 13.97515, 10.61647)
N (0.83347, 13.39258, 12.70699)
H (-0.35050, 13.76036, 9.75829)
H (0.03952, 14.96665, 10.82907)
H (0.88687, 14.31993, 13.02687)
H (0.87537, 12.72659, 13.45017)
C (-1.60924, 12.14902, 19.65740)
O (-1.77595, 10.92148, 19.81020)
N (-0.36124, 12.83113, 19.81389)
N (-2.59465, 13.09749, 19.26911)
H (0.58451, 12.42394, 19.97639)
H (-0.37607, 13.66506, 19.25182)
H (-2.21830, 13.79686, 18.63870)
H (-3.50831, 12.76736, 19.03232)
C (3.70063, 10.37546, 11.62104)
O (4.91641, 10.22837, 11.83182)
N (3.22276, 11.21899, 10.69268)
N (2.75066, 9.66328, 12.32405)
H (2.24438, 11.15290, 10.51613)
H (3.86751, 11.74950, 10.13788)
H (3.18556, 9.10476, 13.01687)
H (1.72733, 9.77516, 12.22834)
C (5.91921, 9.56664, 17.39522)
O (7.07042, 9.72487, 16.98138)
N (5.44528, 10.18745, 18.49850)
N (5.02298, 8.73220, 16.72061)
H (6.04646, 10.87739, 18.92315)
H (4.63110, 9.86337, 19.00674)
H (3.99305, 8.81246, 16.65297)
H (5.41046, 8.42010, 15.82221)

Calculated values
* HOMO: -9.60 eV
* lowest unoccupied orbital energy: 0.3 eV
* Kohn-Sham gap: 9.899 eV

Atomic partial charges in e from the Mulliken method, atoms 1 to 8: 0.514 -0.680 0.422 -0.428 0.024 -0.270 0.207 0.256

=====

Name the least stable of them. Q.

=====

P | A structure of composition C3H4I2. Source: OMol25; level of theory: ωB97M-V with the def2-TZVPD basis set.

Cartesian coordinates (Å):
C (-0.75212, 0.82314, -0.98026)
C (0.17811, 0.57197, -0.11351)
C (0.31151, -0.74113, 0.60278)
I (-0.03689, -0.53556, 2.75688)
I (2.26354, -1.56953, 0.19396)
H (-0.80007, 1.74582, -1.49096)
H (-1.50565, -0.01141, -1.06150)
H (0.85166, 1.30389, -0.03790)
H (-0.51009, -1.58720, 0.13050)

Calculated values
* HOMO: -9.33 eV
* lowest unoccupied orbital energy: -0.3 eV
* Kohn-Sham gap: 9.067 eV

Atomic partial charges in e from the Mulliken method, atoms 1 to 8: -0.740 -0.095 -0.684 0.092 0.094 0.289 0.182 0.475

=====

Q | A cluster of 2 separate species, C3H4I2 in total. Source: OMol25; level of theory: ωB97M-V with the def2-TZVPD basis set.

Cartesian coordinates (Å):
C (-1.51813, 0.12469, -0.01423)
C (-0.27633, -0.21450, -0.46473)
C (0.86846, -0.30866, 0.40827)
I (2.40028, 2.20213, -0.15754)
I (2.06978, -1.94937, 0.05454)
H (-2.24872, 0.14851, -0.69959)
H (-1.86990, 0.55231, 0.89837)
H (-0.14475, -0.78521, -1.38729)
H (0.71931, 0.23009, 1.36221)

Calculated values
* HOMO (alpha / beta): -9.15 / -8.53 eV
* lowest unoccupied orbital energy (alpha / beta): -1.6 / -2.3 eV
* Kohn-Sham gap (alpha / beta): 7.559 / 6.233 eV

Atomic partial charges in e from the Mulliken method, atoms 1 to 8: -0.760 0.224 -0.971 -0.139 0.151 0.309 0.290 0.308

=====

R | A structure of composition C3H4I2. Source: OMol25; level of theory: ωB97M-V with the def2-TZVPD basis set.

Cartesian coordinates (Å):
C (-1.43741, 0.43440, -0.09562)
C (-0.28470, -0.14147, -0.45614)
C (0.91810, -0.19351, 0.34291)
I (2.00174, 1.59993, 0.26984)
I (2.24114, -1.95862, -0.08567)
H (-2.27850, 0.42104, -0.88159)
H (-1.77450, 0.75410, 0.81260)
H (-0.08031, -0.40206, -1.52468)
H (0.69444, -0.51382, 1.61834)

Calculated values
* HOMO: -9.28 eV
* lowest unoccupied orbital energy: -0.3 eV
* Kohn-Sham gap: 8.967 eV

Atomic partial charges in e from the Mulliken method, atoms 1 to 8: -0.690 0.038 -0.781 0.161 0.073 0.196 0.362 0.253

=====

Name the least stable of them. Q.